18
Properties=species:S:1:pos:R:3:forces:R:3:mulliken_charge:R:1 method="wB97M-V/def2-TZVPD" multiplicity=1 lumo_energy_ev="0.595 / 0.591" energy_ev=-11481.5275 charge=0 gap_ev="7.0 / 7.1"
C 0.00859 -0.48754 0.25647 -0.098 1.040 -0.632 0.51
C -0.32460 0.56594 -0.43651 0.375 -0.783 0.611 -0.52
C -0.80385 1.39622 1.86208 -0.204 0.852 1.133 -0.57
C 1.14727 0.40671 -0.01535 -0.192 -0.056 0.034 -0.45
C -0.05837 -1.13989 -2.20767 0.106 -0.978 -1.186 -0.70
O -0.38779 -1.63324 0.78152 0.026 -0.323 0.226 -0.48
O 0.23625 2.18142 2.36722 -0.258 -0.165 -0.217 -0.50
O 0.49075 -2.40694 -1.97973 -0.178 0.425 0.104 -0.47
H 0.36547 -2.05373 1.21798 -0.073 0.041 -0.051 0.34
H 0.33096 2.96488 1.81528 -0.031 -0.046 0.044 0.32
H -0.13103 -2.90553 -1.43793 0.021 0.024 -0.054 0.33
H -1.06295 1.13979 -0.96349 0.094 0.018 -0.013 0.38
H -1.67944 1.94948 1.51778 0.119 -0.029 -0.090 0.30
H -1.03110 0.59283 2.55540 0.083 -0.084 -0.110 0.30
H 1.53129 1.02481 0.79328 0.063 -0.004 -0.025 0.28
H 1.87630 0.11106 -0.76518 0.077 0.001 -0.076 0.22
H -1.10731 -1.14317 -2.51084 0.049 0.012 0.171 0.32
H 0.59955 -0.56311 -2.85033 0.022 0.054 0.131 0.38

19
Properties=species:S:1:pos:R:3:forces:R:3:mulliken_charge:R:1 method="wB97M-V/def2-TZVPD" multiplicity=1 lumo_energy_ev=3.142 energy_ev=-16180.3561 charge=-1 gap_ev=4.7
C -2.71928 1.29657 -0.04979 -0.268 -0.082 -0.054 -0.75
O -1.54660 0.52933 -0.17200 -1.795 -1.040 0.997 -0.22
C -1.64625 -0.77849 0.37816 -0.591 0.354 -0.995 -0.10
C -0.40850 -1.57611 0.05364 3.101 -0.337 0.919 -1.33
H -2.44138 2.35584 -0.09555 0.020 -0.223 -0.011 0.21
H -3.40974 1.06944 -0.87882 0.064 0.069 0.175 0.27
H -3.24046 1.08614 0.89894 0.166 0.147 -0.129 0.30
H -2.54583 -1.25942 -0.04664 0.168 -0.097 -0.005 0.31
H -1.83637 -0.71076 1.46418 0.396 -0.076 -0.193 0.29
H -0.02738 -1.87486 -0.93440 -1.071 1.229 -0.651 0.37
H -0.65694 -2.61155 0.34457 0.641 0.307 1.112 0.36
O 2.57248 0.63492 -1.71593 1.150 -0.539 -0.404 -0.75
C 3.36939 0.20665 -0.75189 -0.402 -0.448 0.975 0.18
C 2.96896 0.25138 0.57965 2.554 1.418 -1.263 -0.58
O 2.07062 1.20571 0.89701 -1.268 -0.916 1.221 -0.66
Tl 0.64359 1.25329 -0.78010 0.964 2.577 -1.273 0.28
H 4.42185 -0.05388 -0.98030 -0.501 -0.520 -0.118 0.33
H 3.78026 0.05847 1.31339 -0.506 -0.167 -0.094 0.18
H 0.65157 -1.08267 0.47587 -2.823 -1.656 -0.210 0.31

20
Properties=species:S:1:pos:R:3:forces:R:3:lowdin_spin:R:1 method="wB97M-V/def2-TZVPD" multiplicity=4 lumo_energy_ev="0.477 / 0.413" s2=3.7560 energy_ev=-39222.8540 charge=0 gap_ev="6.4 / 8.3"
O 0.48322 -2.09318 -3.93962 -0.299 -0.044 -1.041 0.05
C -0.67022 -2.53264 -4.39477 -0.152 -0.397 0.050 0.02
C -1.80283 -2.54715 -3.66103 -0.361 -0.078 -1.078 0.01
O 1.18439 -2.26772 -0.65843 0.404 -0.371 1.561 0.06
C -2.55314 -0.90892 -2.03963 -0.140 0.017 -0.710 0.01
C -1.85404 -0.08273 -0.98569 -0.128 -0.129 0.506 0.01
O -0.52300 0.21480 -1.41465 -0.592 0.695 0.664 0.07
C -0.36050 1.47652 -2.05693 0.162 0.313 -0.230 0.02
H -0.69949 -2.96533 -5.40506 -0.005 0.119 0.256 0.00
H -2.76807 -2.94859 -3.96521 0.302 0.114 0.126 0.00
H -3.53883 -1.24389 -1.68735 0.246 -0.033 -0.050 0.00
H -2.68913 -0.32199 -2.96048 -0.018 -0.095 0.166 0.00
H -2.40709 0.84291 -0.78021 0.066 -0.184 -0.053 0.00
H -1.76567 -0.64885 -0.04913 0.040 0.118 -0.207 0.00
H 0.39818 1.34788 -2.83608 -0.183 0.097 0.150 0.01
H -1.30395 1.80766 -2.51377 0.262 -0.108 0.065 0.00
H -0.01853 2.22042 -1.32499 -0.125 -0.166 -0.161 0.00
V 0.30614 -1.53736 -2.07358 0.515 -0.294 -1.033 2.68
O -1.70543 -2.03117 -2.36232 -0.407 0.445 0.718 0.03
H 0.87374 -2.20826 0.24495 0.414 -0.020 0.299 0.02